No. 1
A molecular structure, C20H12N3O6SSbSe4Ta in a non-equilibrium geometry. Source: the OMol25 dataset; level of theory: the ωB97M-V functional and the def2-TZVPD basis.

Positions of all 48 atoms, in Å:
1 Ta 1.40572 -0.56526 -0.62396
2 O 3.40669 -0.50904 -0.91845
3 C 2.95361 0.66290 -1.39677
4 O 1.89787 0.61875 -2.20194
5 C 3.35223 2.01172 -0.93527
6 C 4.51187 2.69530 -1.23510
7 C 4.58257 4.03634 -0.86924
8 C 3.52826 4.66249 -0.22813
9 C 2.36550 3.97382 0.11304
10 C 2.27561 2.64196 -0.23272
11 S 0.96838 1.52120 0.30745
12 H 5.32318 2.20317 -1.75345
13 H 5.47685 4.60047 -1.09730
14 H 3.61749 5.70748 0.03830
15 H 1.55669 4.45429 0.64645
16 O -0.69398 0.27018 -1.42189
17 C -1.30302 -0.16332 -0.40506
18 O -0.62486 -0.46656 0.63498
19 C -2.72561 -0.56362 -0.51292
20 C -3.05571 -1.85009 -0.09683
21 C -4.27558 -2.40508 -0.45517
22 C -5.22471 -1.61646 -1.07931
23 C -4.90845 -0.30383 -1.39373
24 C -3.64763 0.21855 -1.19332
25 N -5.94665 0.56922 -1.96578
26 O -7.07912 0.13471 -2.03446
27 O -5.62148 1.68801 -2.31530
28 H -2.33966 -2.45017 0.45202
29 H -4.43691 -3.46048 -0.28538
30 H -6.19458 -2.01134 -1.34295
31 H -3.40556 1.20967 -1.54674
32 N -0.33162 -2.03867 5.41333
33 C 0.31496 -1.63591 4.55106
34 C 1.08944 -1.04131 3.50613
35 C 1.62831 0.30132 3.69690
36 C 2.20970 0.94193 2.68191
37 C 2.21473 0.33359 1.32785
38 N 1.89429 -1.11185 1.25427
39 C 1.27823 -1.67468 2.32562
40 H 1.55001 0.76246 4.67225
41 H 2.64003 1.93199 2.74629
42 H 3.21211 0.53458 0.87240
43 H 0.93007 -2.68619 2.14678
44 Se -2.71814 -3.90159 -3.52916
45 Sb -0.89626 -4.45763 -2.00695
46 Se 0.38818 -2.35106 -1.29587
47 Se -1.86128 -5.45651 0.01004
48 Se 0.71820 -5.96541 -3.02396

- calculated total energy (a.u.) = -11686.18413
- energy relative to the best compared isomer or geometry (same formula, charge and spin) (kcal per mole) = 178.4
- total charge = -1
- 2S+1 = 1
- Kohn-Sham gap (eV) = 3.68

These are the Löwdin partial charges, in e, on atoms 1 to 4: Ta 1.14; O -0.10; C -0.53; O -0.08

=====

No. 2
C20H12O in the gas phase in a non-equilibrium geometry. Source: the OMol25 dataset; level of theory: the ωB97M-V functional and the def2-TZVPD basis.

Positions of all 33 atoms, in Å:
1 O -0.07636 4.94428 1.01938
2 C -0.42440 4.14645 2.05067
3 C 0.58027 2.53717 0.60131
4 C -2.64487 1.24543 2.83677
5 C -2.05276 0.35393 1.94850
6 C 0.28344 -4.40562 -2.36960
7 C 1.43678 -3.93226 -2.98783
8 C -0.28216 -0.15835 0.11602
9 C 0.92706 0.29170 -0.49508
10 C -2.13568 2.56560 2.96794
11 C -1.00067 0.73089 1.06841
12 C -0.45971 -3.60755 -1.49100
13 C 1.85555 -2.63059 -2.64026
14 C -0.72788 -1.45329 -0.21099
15 C 1.59642 -0.52742 -1.39365
16 C -1.08205 2.93906 2.12500
17 C -0.52161 2.02966 1.22091
18 C -0.03179 -2.30551 -1.12029
19 C 1.14496 -1.83560 -1.70948
20 C 0.84216 3.85295 1.25568
21 C 1.44790 1.75582 -0.30242
22 H -3.47492 0.92474 3.46801
23 H -2.36747 -0.70317 1.96264
24 H -0.06970 -5.39172 -2.63070
25 H 1.93501 -4.53321 -3.75312
26 H -2.66147 3.24793 3.66837
27 H -1.34057 -3.98268 -1.06396
28 H 2.76244 -2.19907 -3.10666
29 H -1.63721 -1.81915 0.26571
30 H 2.46004 -0.08004 -1.87239
31 H 1.83892 4.03927 1.74573
32 H 1.42914 2.23428 -1.28219
33 H 2.45118 1.72609 0.10858

- calculated total energy (a.u.) = -844.40576
- energy relative to the best compared isomer or geometry (same formula, charge and spin) (kcal per mole) = 0.0
- total charge = 0
- 2S+1 = 1
- structure (SMILES) = c1cc2c3c(c1)=C1O[C@@H]1C=3Cc1cc3ccccc3cc1-2
- Kohn-Sham gap (eV) = 5.87

These are the Löwdin partial charges, in e, on atoms 1 to 4: O 0.11; C -0.09; C -0.08; C -0.07

=====

No. 3
3 unconnected molecules or ions with the total composition C20H13BrClNO4 in a non-equilibrium geometry. Source: the OMol25 dataset; level of theory: the ωB97M-V functional and the def2-TZVPD basis.

Positions of all 40 atoms, in Å:
1 C 1.42730 3.33682 0.53325
2 C 0.58404 2.97399 -0.55987
3 C -0.74637 2.35205 -1.36031
4 C -0.77787 0.99168 -1.98613
5 O 0.42547 0.14795 -1.91598
6 N 1.09322 0.37279 -3.07887
7 O 1.38841 -0.73295 -3.56655
8 C -2.19191 0.47184 -2.71307
9 O -2.19837 -0.43476 -3.69977
10 C -3.57630 1.14758 -2.06072
11 Br -5.30915 0.14919 -2.05094
12 C -3.54945 2.52028 -1.42771
13 Cl -5.05666 3.31512 -0.63611
14 C -2.10885 3.31906 -1.41425
15 O -1.99270 4.65831 -1.40680
16 H 2.07854 3.57019 1.50615
17 C -2.79306 -3.14570 2.26469
18 C -2.12351 -2.73965 1.11074
19 C -2.05242 -1.38559 0.78473
20 C -2.64304 -0.43586 1.61883
21 C -3.30935 -0.84170 2.77477
22 C -3.38843 -2.19654 3.09587
23 H -2.85119 -4.20134 2.51663
24 H -1.65741 -3.47922 0.46447
25 H -1.53643 -1.07006 -0.11799
26 H -2.58353 0.61979 1.36750
27 H -3.76816 -0.10132 3.42552
28 H -3.91234 -2.51276 3.99359
29 C 3.92768 -1.26278 -0.88209
30 C 3.24316 -0.14722 -0.40071
31 C 3.73985 0.55725 0.69557
32 C 4.92755 0.15151 1.30489
33 C 5.61402 -0.96186 0.82109
34 C 5.11238 -1.67185 -0.26942
35 H 3.53847 -1.81357 -1.73437
36 H 2.32132 0.17296 -0.87986
37 H 3.20272 1.42243 1.07460
38 H 5.31736 0.70329 2.15618
39 H 6.54044 -1.27694 1.29504
40 H 5.64454 -2.54244 -0.64259

- calculated total energy (a.u.) = -4159.30791
- total charge = 0
- 2S+1 = 1
- structure (SMILES) = C#CC1=C(ON=O)C(=O)C(Br)=C(Cl)C1=O.c1ccccc1.c1ccccc1
- Kohn-Sham gap (eV) = 6.45

These are the Löwdin partial charges, in e, on atoms 1 to 4: C 0.10; C 0.01; C 0.00; C -0.08

=====

No. 4
2 unconnected molecules or ions with the total composition C20H13Cl2FN2O in a non-equilibrium geometry. Source: the OMol25 dataset; level of theory: the ωB97M-V functional and the def2-TZVPD basis.

Positions of all 39 atoms, in Å:
1 Cl -2.71408 1.14245 10.79326
2 C -1.49276 0.91507 11.92207
3 N -0.30747 0.52492 11.49815
4 F 0.31011 0.29712 9.41659
5 C 0.69325 0.46074 12.37264
6 Cl 2.24041 0.13754 11.78069
7 C 0.49646 0.61208 13.74700
8 C -0.77631 0.93575 14.20929
9 C -1.78440 1.10871 13.26937
10 H 1.34456 0.47222 14.40184
11 H -0.98104 1.07136 15.33942
12 H -2.79554 1.38470 13.55004
13 C 4.66525 1.20472 7.62036
14 C 4.15174 0.12461 6.88322
15 C 2.77755 -0.14337 6.90930
16 C 1.93966 0.57912 7.75634
17 C 0.48418 0.29789 8.09554
18 C 0.00401 -1.04981 7.57780
19 O -1.09898 -1.13547 7.05883
20 C 0.88557 -2.22115 7.79270
21 C 1.74356 -2.22517 8.89149
22 C 2.61499 -3.29304 9.11157
23 C 2.60217 -4.39216 8.24063
24 C 1.68743 -4.42808 7.17657
25 C 0.81100 -3.35411 6.96139
26 C -0.43712 1.35607 7.73623
27 N -1.24658 2.19247 7.73312
28 C 2.42856 1.73232 8.35967
29 C 3.78795 2.02484 8.33660
30 H 5.74111 1.40552 7.62882
31 H 4.83257 -0.50065 6.31284
32 H 2.40069 -0.96650 6.25773
33 H 1.71010 -1.36791 9.56423
34 H 3.29640 -3.25297 9.96445
35 H 3.29620 -5.21988 8.39958
36 H 1.65569 -5.29836 6.51043
37 H 0.08048 -3.38630 6.15762
38 H 1.72427 2.36814 8.91593
39 H 4.14943 2.87725 8.90277

- calculated total energy (a.u.) = -1974.87681
- energy relative to the best compared isomer or geometry (same formula, charge and spin) (kcal per mole) = 0.0
- total charge = 0
- 2S+1 = 1
- structure (SMILES) = N#C[C@@](F)(C(=O)c1ccccc1)c1ccccc1.Clc1cccc(Cl)n1
- Kohn-Sham gap (eV) = 9.24

These are the Löwdin partial charges, in e, on atoms 1 to 4: Cl 0.76; C -0.76; N 0.04; F 0.01